Computed, not measured: a molecular structure, C26H46Br3FIN5O2S2, with ωB97M-V with the def2-TZVPD basis set.

Values from the calculation:
maximum force	1.1	eV/A
charge	0
E_HOMO	-6.57	eV
orbital gap	5.23	eV
spin multiplicity	1

Element x y z (Å)
C (5.50, -0.68, 1.78)
C (4.84, 0.63, 2.22)
C (3.96, 1.22, 1.11)
C (2.55, 0.62, 1.15)
C (1.92, 0.56, -0.24)
N (0.77, -0.38, -0.28)
I (1.00, -2.01, -1.49)
C (-0.30, -0.25, 0.47)
N (-1.21, -1.31, 0.49)
C (-2.22, -1.20, -0.57)
O (-2.73, -2.49, -0.79)
C (-4.08, -2.66, -0.58)
C (-4.40, -4.04, -0.11)
O (-4.85, -1.78, -0.77)
C (-1.72, -1.63, 1.81)
F (-3.07, -1.30, 1.88)
C (-0.98, -0.93, 2.94)
C (0.32, -1.64, 3.29)
Br (1.08, -2.86, 2.05)
C (0.98, -1.47, 4.42)
C (2.28, -2.12, 4.80)
Br (0.23, -0.37, 5.79)
C (-0.70, 0.59, 2.72)
N (-1.57, 1.55, 3.33)
C (-3.02, 1.41, 3.25)
C (-3.62, 1.75, 1.89)
C (-5.14, 1.84, 1.98)
N (-0.53, 0.84, 1.25)
C (-0.42, 2.20, 0.76)
C (-1.13, 2.43, -0.58)
C (-0.22, 2.79, -1.76)
S (-0.07, 1.37, -2.85)
C (0.65, 2.03, -4.31)
S (1.22, 3.56, -4.41)
N (0.70, 1.14, -5.38)
C (2.08, 0.80, -5.78)
C (2.78, -0.18, -4.85)
C (-0.20, -0.03, -5.31)
C (-0.24, -0.77, -6.64)
H (4.76, -1.37, 1.37)
H (6.22, -0.49, 0.98)
H (6.01, -1.19, 2.60)
H (4.22, 0.45, 3.10)
H (5.61, 1.35, 2.49)
H (3.89, 2.31, 1.24)
H (4.42, 1.04, 0.13)
H (2.59, -0.40, 1.53)
H (1.93, 1.24, 1.80)
H (1.63, 1.54, -0.64)
H (2.65, 0.15, -0.94)
H (-1.73, -0.84, -1.47)
H (-3.03, -0.52, -0.31)
H (-5.25, -4.44, -0.67)
H (-4.66, -3.97, 0.95)
H (-3.55, -4.71, -0.22)
H (-1.66, -2.71, 1.94)
H (-1.66, -1.04, 3.80)
H (2.16, -3.21, 4.82)
H (3.05, -1.90, 4.05)
H (2.62, -1.80, 5.78)
H (0.28, 0.75, 3.17)
H (-1.26, 1.69, 4.29)
H (-3.43, 2.13, 3.97)
H (-3.36, 0.42, 3.58)
H (-3.31, 1.04, 1.13)
H (-3.21, 2.73, 1.60)
H (-5.58, 1.87, 0.98)
H (-5.56, 0.99, 2.52)
H (-5.44, 2.76, 2.49)
H (0.63, 2.53, 0.67)
H (-0.84, 2.83, 1.54)
H (-1.73, 1.55, -0.83)
H (-1.85, 3.24, -0.45)
H (0.76, 3.12, -1.43)
H (-0.63, 3.61, -2.35)
H (2.62, 1.74, -5.82)
H (2.05, 0.42, -6.81)
H (2.82, 0.20, -3.83)
H (2.27, -1.15, -4.82)
H (3.79, -0.37, -5.22)
H (0.09, -0.72, -4.51)
H (-1.20, 0.35, -5.07)
H (-0.24, -0.08, -7.47)
H (0.60, -1.46, -6.74)
H (-1.14, -1.39, -6.68)
Br (2.27, -5.52, 1.07)